Molecular formula: C4H17N6
Method: DFT, ωB97M-V/def2-TZVPD

Geometry (Å):
1 C -0.56862 0.34898 -2.31302
2 C 0.25928 -0.65712 1.41486
3 C 0.33632 0.07181 -1.11847
4 C -0.54375 -0.07905 0.17346
5 N -0.55602 -1.01728 2.54993
6 N 1.28408 0.31103 1.74196
7 N 1.09669 1.44004 -0.91005
8 N 1.39033 -0.94393 -1.41920
9 N -1.55773 -1.07747 -0.11739
10 N -1.08166 1.26663 0.35326
11 H -0.89831 1.35506 -2.55932
12 H -1.44128 -0.22632 -2.20279
13 H -0.02909 0.10350 -3.27059
14 H 0.80074 -1.56517 0.94878
15 H -0.76089 -1.98042 2.65787
16 H -0.16469 -0.62298 3.40123
17 H 2.07737 1.32805 -0.67671
18 H 2.11177 -0.00628 2.17095
19 H 0.57096 1.90264 -0.08709
20 H 1.25044 1.91981 -1.73223
21 H 1.43918 -1.60059 -0.66009
22 H 1.14775 -1.59664 -2.17609
23 H -1.40924 -1.97974 0.33544
24 H -2.44684 -0.71749 0.22377
25 H -1.83562 1.52147 -0.29136
26 H -1.38524 1.46854 1.27073
27 H 0.91409 1.03292 2.29214

Kohn-Sham gap: 0.3897 Eh
Total energy: -13358.0603 eV
Relative energy (zero: lowest compared OMol25 entry of this formula, charge and spin): 0.0 kcal/mol
Total charge: +1
SMILES: C[C@@](N)([NH3+])C(N)(N)C(N)N
HOMO energy: -13.15 eV

Atomic partial charges in e from the natural (NBO) method, atoms 1 to 8: -0.688, 0.119, 0.309, 0.228, -0.866, -0.875, -0.738, -0.828

***

Molecular formula: CH3Cl2N3
Method: DFT, ωB97M-V/def2-TZVPD

Geometry (Å):
1 C -0.74543 0.23900 0.38631
2 N -1.79213 0.12804 -0.22909
3 N -0.08610 0.23061 1.49391
4 N 1.34323 0.24507 -1.21237
5 Cl 1.99833 -1.09124 -0.38965
6 Cl 0.54474 -0.20410 -2.78957
7 H -1.62060 0.20743 -1.26980
8 H -0.55820 0.46114 2.35682
9 H 0.91616 -0.21596 1.65344

Kohn-Sham gap (alpha / beta): 0.2756 / 0.2439 Eh
Total energy: -30595.7628 eV
Relative energy (zero: lowest compared OMol25 entry of this formula, charge and spin): 66.3 kcal/mol
HOMO energy (alpha / beta): -8.19 / -7.63 eV

Atomic partial charges in e from the natural (NBO) method, atoms 1 to 8: 0.730, -0.626, -0.845, -0.623, 0.050, -0.014, 0.435, 0.427

***

Molecular formula: C20H43N2OOsSi3
Method: DFT, ωB97M-V/def2-TZVPD

Geometry (Å):
1 Os 0.85734 -0.20755 -0.33345
2 C -2.26854 2.07514 -1.69993
3 Si -1.67593 2.03129 0.07925
4 C -3.06572 2.59177 1.21855
5 C -0.36498 3.34711 0.30061
6 C -1.01074 0.29665 0.52634
7 Si -2.19991 -1.04677 -0.12562
8 C -1.81683 -2.71662 0.70477
9 C -2.10992 -1.27079 -1.99525
10 C -3.99306 -0.66447 0.27944
11 Si -0.76620 0.25296 2.39746
12 C -2.24506 -0.28219 3.41415
13 C -0.00731 1.77572 3.17908
14 C 0.62385 -1.01905 2.62205
15 C 0.95281 -1.70515 3.78626
16 C 2.10900 -2.46232 3.84287
17 C 2.93489 -2.51383 2.72485
18 C 2.55195 -1.83606 1.58924
19 N 1.41434 -1.11911 1.53120
20 H -2.52257 3.10581 -1.96019
21 H -3.15834 1.46963 -1.87046
22 H -1.49182 1.73713 -2.38973
23 H -3.27413 3.64032 0.98952
24 H -2.78980 2.54879 2.27358
25 H -3.99603 2.03895 1.09279
26 H -0.64568 4.23646 -0.27021
27 H 0.60893 3.01517 -0.03485
28 H -0.27342 3.65281 1.34136
29 H -0.93058 -2.71597 1.34446
30 H -1.69542 -3.50283 -0.04478
31 H -2.65301 -3.01925 1.33864
32 H -1.16995 -0.91638 -2.41868
33 H -2.91376 -0.72248 -2.48743
34 H -2.23406 -2.32462 -2.25713
35 H -4.17951 -0.51481 1.34283
36 H -4.58866 -1.52376 -0.04298
37 H -4.36470 0.20666 -0.25988
38 H -3.06338 0.43249 3.31409
39 H -1.97509 -0.31117 4.47301
40 H -2.61878 -1.26847 3.13667
41 H -0.66943 2.63979 3.16004
42 H 0.93175 2.04932 2.69532
43 H 0.20672 1.55110 4.22764
44 H 0.30264 -1.62721 4.64768
45 H 2.37616 -2.99686 4.74478
46 H 3.85866 -3.07419 2.72852
47 H 3.15312 -1.85618 0.68817
48 C 2.38453 -3.43161 -2.35022
49 C 1.00002 -2.88247 -2.11724
50 O 0.88978 -2.29766 -0.78590
51 H 2.44700 -3.84425 -3.35719
52 H 2.62049 -4.23222 -1.64761
53 H 3.13522 -2.64544 -2.25714
54 H 0.22622 -3.64496 -2.20628
55 H 0.76076 -2.06711 -2.79481
56 H 0.88888 -2.97332 -0.09304
57 C 3.75393 1.36966 -1.96544
58 C 2.30305 1.68342 -2.33043
59 C 2.01405 1.33160 -3.79452
60 C 1.99555 3.15267 -2.08250
61 N 1.43700 0.79690 -1.55318
62 H 4.42568 1.98963 -2.55910
63 H 3.98632 0.32222 -2.16502
64 H 3.93552 1.57626 -0.90995
65 H 2.61846 1.96056 -4.44808
66 H 0.96208 1.49981 -4.02565
67 H 2.25971 0.28824 -3.99852
68 H 2.64552 3.74449 -2.72778
69 H 2.20079 3.43667 -1.05344
70 H 0.95959 3.38988 -2.32162

Kohn-Sham gap: 0.2663 Eh
Total energy: -52561.6190 eV
Relative energy (zero: lowest compared OMol25 entry of this formula, charge and spin): 0.0 kcal/mol
Total charge: +1
HOMO energy: -10.84 eV

Atomic partial charges in e from the natural (NBO) method, atoms 1 to 8: 1.036, -1.142, 1.766, -1.142, -1.142, -1.729, 1.750, -1.142

***

Molecular formula: Br2O2S
Method: DFT, ωB97M-V/def2-TZVPD

Geometry (Å):
1 O 1.53785 1.35474 1.56350
2 O -1.73463 -0.30720 0.37001
3 S -0.50016 -0.90827 0.07150
4 Br 1.15227 0.83464 0.04820
5 Br -0.45532 -0.97391 -2.05321

Kohn-Sham gap (alpha / beta): 0.2926 / 0.2925 Eh
Total energy: -155010.7971 eV
Relative energy (zero: lowest compared OMol25 entry of this formula, charge and spin): 83.3 kcal/mol
HOMO energy (alpha / beta): -9.55 / -9.55 eV

Population analysis type natural (NBO), resulting atomic charges in e: -0.860, -0.854, 1.095, 0.725, -0.106